Record 1
ORCA calculation (wB97M-V/def2-TZVPD) on a molecular structure, C36H33KN7O5PS in a non-equilibrium geometry.

CARTESIAN COORDINATES (ANGSTROEM)
K1 0.000000 0.000000 0.000000
O1 2.553093 3.321297 -0.888947
C1 2.320639 2.131359 -0.698461
N1 1.670799 1.507343 0.284246
C2 2.155703 1.905915 1.460371
O2 3.305442 1.961951 1.886269
C3 1.012190 2.283548 2.271303
C4 1.098659 2.934737 3.489991
C5 -0.095978 3.303330 4.096975
C6 -1.299842 3.002665 3.460434
C7 -1.259012 2.339931 2.237982
N2 -0.122684 1.967091 1.621170
C8 2.742670 1.102641 -1.632004
C9 3.613854 1.313874 -2.687118
C10 3.984722 0.202222 -3.434037
C11 3.468990 -1.047123 -3.090564
C12 2.596824 -1.133068 -2.010337
N3 2.214812 -0.079571 -1.265293
H1 2.067503 3.162435 3.915516
H2 -0.086639 3.831955 5.043769
H3 -2.249119 3.285179 3.898582
H4 -2.168314 2.089900 1.701529
H5 3.998841 2.306544 -2.881894
H6 4.678967 0.307007 -4.260622
H7 3.745445 -1.936654 -3.643163
H8 2.174432 -2.083264 -1.700838
O3 1.639071 -2.089118 1.558056
N4 0.248182 -1.935405 1.573290
C13 -0.304397 -3.099829 1.447655
C14 -1.768710 -3.307184 1.462868
C15 -2.197628 -4.272767 2.390648
C16 -3.547950 -4.584452 2.510442
C17 -4.471544 -3.944574 1.694901
C18 -4.046655 -2.997026 0.755929
C19 -2.687800 -2.650258 0.609502
P1 -2.138491 -1.468322 -0.690657
C20 -3.637896 -0.885587 -1.537351
C21 -3.953997 -1.183937 -2.870866
C22 -5.110989 -0.676542 -3.472504
C23 -5.966150 0.155579 -2.756929
C24 -5.659341 0.490793 -1.442386
C25 -4.502426 -0.016952 -0.843794
C26 -1.333618 -2.624054 -1.849843
C27 -1.886663 -3.861502 -2.216888
C28 -1.209602 -4.719387 -3.087954
C29 0.032871 -4.355650 -3.600563
C30 0.598985 -3.134691 -3.243564
C31 -0.079219 -2.275977 -2.374600
H9 1.947937 -1.167894 1.640405
H10 0.311638 -4.015752 1.380057
H11 -1.478874 -4.773277 3.036105
H12 -3.877496 -5.323078 3.236414
H13 -5.529040 -4.185575 1.776480
H14 -4.813484 -2.556426 0.124158
H15 -3.303264 -1.806054 -3.479380
H16 -5.334491 -0.926233 -4.506806
H17 -6.861506 0.552418 -3.227563
H18 -6.313567 1.153322 -0.881958
H19 -4.280952 0.273725 0.182430
H20 -2.855794 -4.171560 -1.832898
H21 -1.653138 -5.672824 -3.362451
H22 0.561994 -5.024482 -4.274140
H23 1.572247 -2.849869 -3.634525
H24 0.390193 -1.333321 -2.098539
O4 -0.255633 3.380182 -1.312468
C32 -1.325353 3.036409 -0.817953
C33 -2.509996 3.946358 -0.803582
C34 -3.563697 3.131281 -0.119559
C35 -2.864322 1.845935 0.181060
O5 -3.435123 0.920844 0.751463
N5 -1.604354 1.869541 -0.243845
H25 -2.797934 4.205682 -1.826826
H26 -2.277126 4.858816 -0.246324
H27 -4.422918 2.948725 -0.772021
H28 -3.902085 3.601756 0.808575
N6 -0.448590 -0.114378 -5.298620
C36 0.328929 0.551140 -4.421248
N7 1.213761 1.396041 -4.987401
S1 0.207291 0.347403 -2.787524
H29 -0.137440 -0.235754 -6.251573
H30 -1.046120 -0.843044 -4.925281
H31 1.041945 1.752918 -5.916432
H32 1.737031 2.000519 -4.364468
H33 -1.617220 -0.243399 1.576114

Cartesian forces (eV/Å) of the 6 atoms listed first:
-0.306 -0.401 0.618
0.557 0.070 0.205
-0.293 0.321 -0.415
4.073 3.039 0.562
-0.709 0.052 0.591
0.802 0.031 -0.116

Its spin multiplicity is 1. As for the highest occupied orbital energy (alpha / beta): 1.087 / 1.085 eV. The total charge is -2. The gap between HOMO and LUMO (alpha / beta) comes out at 2.750 / 2.752 eV.

---

Record 2
ORCA calculation (wB97M-V/def2-TZVPD) on a molecular structure, C36H33NOOsP in a non-equilibrium geometry.

CARTESIAN COORDINATES (ANGSTROEM)
C1 -0.249928 2.079761 0.724226
C2 0.958785 1.533801 1.230400
C3 1.862699 1.335090 0.156934
H1 1.168805 1.370604 2.294621
C4 1.173473 1.666497 -1.036815
C5 -0.141445 2.114444 -0.697816
H2 -0.934518 2.467153 -1.357759
H3 -1.065922 2.485166 1.310515
H4 2.874122 0.945778 0.262696
H5 1.578117 1.604664 -2.045389
C6 -0.625011 -1.959809 0.849207
C7 -1.371078 -1.025614 1.591003
C8 -2.181466 -0.291810 0.686811
H6 -1.285955 -0.865759 2.662773
C9 -1.966355 -0.805055 -0.614415
C10 -0.992041 -1.827586 -0.510385
H7 -0.628196 -2.434570 -1.328705
H8 0.113924 -2.649539 1.240550
H9 -2.865588 0.504924 0.948019
H10 -2.408768 -0.437027 -1.538647
Os1 -0.206032 0.022192 0.175935
O1 2.408476 -1.493022 -2.733880
C11 3.803142 -1.528754 -2.339182
C12 3.393785 -1.243978 -3.783441
H11 4.135922 -0.665416 -1.759045
H12 4.243758 -2.511598 -2.148807
H13 3.503212 -0.197754 -4.093215
H14 4.650303 -0.949795 -6.162850
C13 4.266539 -1.968192 -6.036187
C14 3.567871 -2.268813 -4.834171
C15 3.119475 -3.595330 -4.645263
H15 2.598120 -3.865792 -3.722786
C16 3.326354 -4.561317 -5.633930
H16 2.949529 -5.571931 -5.477842
C17 4.011112 -4.251676 -6.814887
H17 4.176104 -5.011163 -7.580467
C18 4.487766 -2.947432 -7.007027
H18 5.037181 -2.687831 -7.915172
N1 -0.034138 1.221725 3.326571
P1 -1.245920 1.630721 4.240874
C19 -2.961083 1.488686 3.564987
C20 -3.843335 0.460103 3.922755
C21 -5.163510 0.468973 3.454624
C22 -5.625214 1.509164 2.642311
C23 -4.752134 2.541867 2.290161
C24 -3.434651 2.535782 2.748644
C25 -0.865635 0.322542 5.440194
C26 -1.514128 0.304769 6.678242
C27 -1.203209 -0.704734 7.597491
C28 -0.235617 -1.674466 7.273025
C29 0.431645 -1.645599 6.034777
C30 0.116256 -0.635274 5.121872
C31 -1.350007 3.291678 4.935169
C32 -0.545140 4.356708 4.510198
C33 -0.844121 5.652332 4.959000
C34 -1.949619 5.878142 5.792347
C35 -2.777065 4.813607 6.173128
C36 -2.477995 3.528256 5.737407
H19 -3.493672 -0.341812 4.574112
H20 -5.839106 -0.339396 3.734017
H21 -6.660005 1.523117 2.296254
H22 -5.096258 3.365450 1.664245
H23 -2.772260 3.373247 2.511490
H24 -2.253419 1.071052 6.906255
H25 -1.723556 -0.736954 8.557732
H26 0.006706 -2.467360 7.983788
H27 1.184806 -2.395465 5.766163
H28 0.642167 -0.594218 4.162130
H29 0.276216 4.172666 3.817557
H30 -0.221460 6.492460 4.643641
H31 -2.180121 6.889491 6.135814
H32 -3.669380 4.971738 6.781076
H33 -3.175346 2.719986 5.957625

Cartesian forces (eV/Å) of the 6 atoms listed first:
-0.115 1.811 0.104
1.454 0.172 0.512
0.084 0.980 -1.548
0.300 0.417 -0.999
1.346 0.122 0.076
-0.743 0.155 -0.041

Its spin multiplicity is 5. As for the highest occupied orbital energy (alpha / beta): -8.061 / -10.728 eV. Its energy above the lowest of the compared OMol25 structures with the same formula, charge and spin is 230.6 kJ/mol. The total charge is +1. The gap between HOMO and LUMO (alpha / beta) comes out at 6.063 / 5.772 eV.

---

Sequential M output: 745.8; 716.9 g/mol
Sequential electronic energy output: -94975.14398; -53145.91797 eV